# 1
16
Properties=species:S:1:pos:R:3:mulliken_charge:R:1 method="wB97M-V/def2-TZVPD" total_energy_ha=-740.06578 homo_energy_ev=-8.29 relative_energy_kcal_mol=60.4 orbital_gap_ev=9.0
C -2.968 -0.534 -0.272 -0.7675
S -1.189 -0.771 -0.436 -0.0250
C -0.632 0.877 0.137 -0.2338
C 0.721 1.202 0.021 -0.2997
N 1.611 0.466 -0.880 -0.3038
C 2.367 -0.454 -0.189 0.4923
N 1.778 -0.821 0.958 -0.3764
O 3.313 -0.843 -0.795 -0.5901
H -3.367 -1.613 -0.279 0.3010
H -3.285 0.257 0.642 0.2382
H -3.245 -0.186 -1.410 0.2508
H -1.474 1.566 0.497 0.2603
H 0.946 2.188 0.609 0.1999
H 2.237 1.250 -1.235 0.3248
H 0.827 -0.901 1.302 0.2357
H 2.360 -1.684 1.329 0.2934

***

# 2
60
Properties=species:S:1:pos:R:3:mulliken_charge:R:1 method="wB97M-V/def2-TZVPD" total_energy_ha=-1885.07268 homo_energy_ev=-14.50 total_charge=+2 orbital_gap_ev=6.8
Pd -0.076 -0.193 0.014 -0.7379
C -4.182 0.795 3.571 -0.4817
C -3.781 2.094 3.274 -0.7175
C -2.714 2.322 2.423 -0.3719
C -2.064 1.221 1.872 -0.1912
C -2.447 -0.083 2.171 0.4543
C -3.514 -0.294 3.027 -1.1348
N -0.979 1.381 0.969 1.7982
N -0.518 2.516 0.754 -0.9268
C 0.538 2.510 -0.149 -0.1793
C 1.164 3.690 -0.528 -0.4737
C 2.172 3.637 -1.480 -0.7891
C 2.550 2.427 -2.038 -0.7446
C 1.937 1.221 -1.667 -0.5273
C 0.985 1.292 -0.686 1.5148
H -5.022 0.633 4.232 0.4572
H -4.306 2.934 3.707 0.4350
H -2.397 3.326 2.183 0.4806
H -1.916 -0.933 1.752 0.3845
H -3.822 -1.301 3.270 0.4368
H 0.851 4.623 -0.078 0.5510
H 2.655 4.550 -1.799 0.4316
H 3.327 2.400 -2.790 0.4665
H 2.240 0.291 -2.125 0.5575
S 0.685 -3.368 -2.972 -0.2689
C 2.164 -3.235 -2.065 0.5437
C 3.337 -3.967 -2.225 -0.7366
C 4.393 -3.673 -1.386 -0.5862
C 4.284 -2.679 -0.405 -0.9166
C 3.121 -1.957 -0.239 -0.0514
C 2.053 -2.241 -1.089 -0.5768
N 0.795 -1.644 -1.096 0.5232
C 0.011 -2.113 -2.046 0.9373
C -1.258 -1.434 -2.225 0.5368
C -2.225 -1.746 -3.171 -0.8480
C -3.367 -0.964 -3.265 -0.8111
C -3.544 0.126 -2.429 -0.8926
C -2.583 0.462 -1.472 -0.4172
C -1.479 -0.353 -1.359 0.5018
H 3.422 -4.734 -2.982 0.4537
H 5.320 -4.220 -1.488 0.4396
H 5.132 -2.476 0.235 0.4487
H 3.028 -1.198 0.527 0.5589
H -2.087 -2.588 -3.838 0.4807
H -4.117 -1.201 -4.006 0.4378
H -4.429 0.742 -2.524 0.4717
H -2.739 1.322 -0.838 0.5049
C 2.042 -0.756 4.003 -0.6294
C 1.224 -2.044 3.902 -0.6684
C 0.932 -2.144 2.412 -0.6813
O 0.977 -0.768 1.917 0.6331
C 1.339 0.134 3.001 -0.6317
H 3.077 -0.928 3.701 0.3008
H 2.040 -0.329 5.003 0.4078
H 0.299 -1.952 4.472 0.3249
H 1.760 -2.919 4.262 0.3785
H -0.051 -2.564 2.191 0.2834
H 1.693 -2.711 1.876 0.3630
H 0.425 0.564 3.419 0.2253
H 1.957 0.926 2.579 0.2685

***

# 3
35
Properties=species:S:1:pos:R:3:mulliken_charge:R:1 method="wB97M-V/def2-TZVPD" total_energy_ha=-1026.90118 smiles="N[C@@H](CCC(=O)O)C(=O)N[C@@H](CCC(=O)O)C(=O)O" homo_energy_ev=-9.67 relative_energy_kcal_mol=7.8 orbital_gap_ev=10.2
N -1.240 0.398 -0.432 -0.4599
C -0.578 -0.794 -1.027 0.1729
C 0.514 -0.400 -2.023 -0.2779
C -0.122 0.424 -3.160 -1.0287
C -1.480 -0.091 -3.699 0.5189
O -2.590 0.169 -3.420 -0.5398
O -1.203 -0.953 -4.690 -0.4685
C -0.115 -1.633 0.092 -0.2508
O -0.430 -2.798 0.114 -0.6933
N 0.617 -1.128 1.126 0.2108
C 1.177 0.128 1.390 0.1035
C 1.269 0.449 2.927 -0.9806
C -0.122 0.402 3.544 -0.8082
C -1.176 1.193 2.820 0.7668
O -2.306 0.872 2.367 -0.6768
O -0.885 2.529 2.611 -0.4692
C 2.563 0.314 0.756 -0.1607
O 2.991 1.418 0.550 -0.5703
O 3.219 -0.842 0.453 -0.4410
H -1.937 0.078 0.266 0.2521
H -1.773 0.894 -1.120 0.2563
H -1.206 -1.437 -1.568 0.5294
H 1.167 0.245 -1.440 0.1034
H 1.102 -1.335 -2.281 0.3254
H -0.306 1.394 -2.717 0.4347
H 0.507 0.551 -4.014 0.4931
H -2.094 -1.223 -5.040 0.3481
H 1.021 -1.868 1.749 0.3091
H 0.540 0.870 0.898 0.4974
H 1.922 -0.294 3.379 0.4631
H 1.688 1.433 3.120 0.4046
H -0.585 -0.541 3.629 0.3608
H -0.100 0.881 4.464 0.5103
H -1.623 2.945 2.146 0.3712
H 4.092 -0.597 0.076 0.3937

***

# 4
48
Properties=species:S:1:pos:R:3:mulliken_charge:R:1 method="wB97M-V/def2-TZVPD" total_energy_ha=-1769.35846 smiles="CS(=O)(=O)c1cccc(-c2ccc(-c3cc(C(F)(F)F)nn3CC3CC3)cc2)c1" homo_energy_ev=-9.00 relative_energy_kcal_mol=41.6 orbital_gap_ev=8.9
C -3.267 -5.587 -3.142 -0.9785
S -3.809 -3.910 -3.631 1.2589
O -4.430 -4.000 -4.975 -0.6639
O -4.726 -3.464 -2.592 -0.6411
C -2.234 -2.935 -3.687 -0.2744
C -1.544 -2.734 -4.914 -0.4788
C -0.340 -2.063 -4.933 -0.6725
C 0.205 -1.571 -3.732 -0.5530
C -0.480 -1.693 -2.520 0.3806
C 0.075 -1.060 -1.260 0.6698
C 0.684 0.184 -1.234 -0.7619
C 1.062 0.766 -0.047 -0.3435
C 0.846 0.146 1.169 0.5043
C 1.181 0.821 2.422 -0.1748
C 1.773 0.276 3.496 -0.5351
C 1.890 1.280 4.478 -0.0686
C 2.522 1.056 5.822 0.9691
F 2.221 -0.085 6.491 -0.2504
F 3.862 0.958 5.643 -0.2521
F 2.217 2.095 6.637 -0.2587
N 1.380 2.417 4.047 -1.0675
N 0.928 2.160 2.784 0.9656
C 0.237 3.191 1.941 -1.1726
C 1.242 4.156 1.369 0.2598
C 0.800 5.572 0.988 -0.7255
C 1.632 5.359 2.236 -0.5446
C 0.268 -1.149 1.163 -0.9869
C -0.131 -1.750 -0.051 -0.8091
C -1.686 -2.434 -2.506 -0.2071
H -4.080 -6.319 -3.357 0.3644
H -2.403 -5.824 -3.765 0.3515
H -3.082 -5.581 -2.052 0.3405
H -1.985 -3.145 -5.810 0.4523
H 0.174 -1.936 -5.869 0.4163
H 1.146 -1.054 -3.716 0.4847
H 0.911 0.696 -2.146 0.4466
H 1.562 1.718 -0.034 0.3959
H 2.137 -0.761 3.596 0.4340
H -0.558 3.696 2.496 0.4447
H -0.359 2.713 1.188 0.3528
H 2.055 3.704 0.747 0.3658
H -0.259 5.794 1.168 0.2272
H 1.201 6.065 0.107 0.2838
H 1.139 5.475 3.178 0.2182
H 2.683 5.648 2.225 0.2697
H 0.139 -1.644 2.097 0.5436
H -0.575 -2.733 0.019 0.5053
H -2.225 -2.512 -1.534 0.5155